DFT (wB97M-V/def2-TZVPD) results for a molecular structure, C47H70IrP2Si in a non-equilibrium geometry.

Calculated values
- Highest occupied orbital energy: -10.33 eV
- Total charge: +1
- Gap between HOMO and LUMO: 0.310 Ha
- E_tot: -79169.1841 eV
- Relative energy (zero: lowest compared OMol25 entry of this formula, charge and spin): 22.06 kJ/mol

Atoms and positions in Å:
Ir: 0.5461 -1.1897 -0.1453
C: -1.0990 -3.5352 2.2364
Si: -1.1990 -2.0527 1.0766
C: -1.8403 -0.6429 2.1637
C: -3.1165 -0.6635 2.7359
C: -3.5868 0.4139 3.4629
C: -2.7795 1.5356 3.6353
C: -1.5079 1.5653 3.0978
C: -1.0277 0.4766 2.3690
P: 0.6407 0.3569 1.6199
C: 1.2892 2.0346 1.1466
C: 1.7458 2.9831 2.2690
C: 1.9533 4.3898 1.6899
C: 2.5940 4.3467 0.2928
C: 3.4116 3.0697 0.1402
C: 2.4857 1.8452 0.1842
C: 1.6524 -0.0117 3.1617
C: 1.0792 0.5194 4.4864
C: 2.1731 0.5056 5.5695
C: 3.2165 -0.5924 5.3375
C: 2.5555 -1.8241 4.7294
C: 1.8957 -1.5002 3.3753
C: -2.4975 -2.4274 -0.2350
C: -3.4102 -3.4766 -0.1377
C: -4.2752 -3.7772 -1.1780
C: -4.2266 -3.0308 -2.3434
C: -3.3296 -1.9799 -2.4595
C: -2.4562 -1.6696 -1.4159
P: -1.2309 -0.2936 -1.4472
C: -2.2576 1.2798 -1.3546
C: -2.6427 1.9002 -0.0112
C: -3.7540 2.9591 -0.1318
C: -3.7715 3.5898 -1.5156
C: -4.0992 2.5101 -2.5518
C: -3.5814 1.1258 -2.1312
C: -0.5954 0.0047 -3.1833
C: -1.5074 0.2562 -4.4019
C: -0.6500 0.5790 -5.6261
C: 0.1515 1.8840 -5.4463
C: 0.1379 2.3434 -3.9911
C: 0.4300 1.1726 -3.0623
H: -2.0733 -3.6195 2.7267
H: -0.3680 -3.3778 3.0243
H: -0.8847 -4.4901 1.7618
H: -3.7683 -1.5149 2.5715
H: -4.5841 0.3962 3.8823
H: -3.1459 2.3860 4.1954
H: -0.9109 2.4575 3.2287
H: 0.4575 2.5244 0.6326
H: 2.6822 2.6178 2.6937
H: 1.0404 3.0394 3.0930
H: 2.5862 4.9599 2.3727
H: 0.9929 4.9094 1.6496
H: 3.2144 5.2291 0.1353
H: 1.8237 4.3707 -0.4846
H: 4.1593 3.0199 0.9359
H: 3.9648 3.0660 -0.8007
H: 3.0552 0.9549 0.4765
H: 2.1154 1.6500 -0.8236
H: 2.6055 0.4983 2.9843
H: 0.2421 -0.1243 4.7696
H: 0.6725 1.5207 4.4125
H: 1.7018 0.3629 6.5437
H: 2.6628 1.4817 5.6026
H: 3.7090 -0.8485 6.2759
H: 4.0060 -0.2332 4.6704
H: 1.8071 -2.2081 5.4270
H: 3.2872 -2.6244 4.5995
H: 0.9340 -2.0101 3.3100
H: 2.4909 -1.8776 2.5585
H: -3.4399 -4.0834 0.7602
H: -4.9770 -4.5956 -1.0847
H: -4.8853 -3.2661 -3.1691
H: -3.3144 -1.4237 -3.3800
H: -1.6088 1.9852 -1.8822
H: -1.7642 2.3557 0.4344
H: -2.9827 1.1187 0.6640
H: -3.6165 3.7128 0.6456
H: -4.7260 2.4974 0.0606
H: -2.7965 4.0411 -1.7255
H: -4.4989 4.4003 -1.5686
H: -3.6668 2.7767 -3.5213
H: -5.1796 2.4529 -2.6991
H: -3.4993 0.5064 -3.0120
H: -4.2928 0.6191 -1.4739
H: -0.0750 -0.9213 -3.4009
H: -2.2046 1.0737 -4.2428
H: -2.0902 -0.6363 -4.6220
H: -1.2948 0.6581 -6.5018
H: 0.0178 -0.2662 -5.8178
H: -0.2550 2.6702 -6.0838
H: 1.1850 1.7351 -5.7667
H: -0.8302 2.7874 -3.7431
H: 0.8806 3.1288 -3.8362
H: 0.4628 1.5234 -2.0255
H: 1.4269 0.8032 -3.2808
C: 2.5794 -1.4479 -1.5203
C: 2.8763 -1.7783 -0.1818
C: 2.0512 -2.8820 0.2248
C: 1.1481 -3.1654 -0.8613
C: 1.5161 -2.2914 -1.9454
C: 1.1409 -2.6890 -3.3399
C: 0.3735 -4.4322 -1.0587
C: 2.2877 -3.8457 1.3484
C: 4.0435 -1.1898 0.5501
C: 3.3648 -0.4743 -2.3398
H: 1.7384 -3.5671 -3.6011
H: 1.3549 -1.9239 -4.0855
H: 0.0945 -2.9775 -3.4236
H: 0.9744 -5.1682 -1.5997
H: -0.5432 -4.2666 -1.6246
H: 0.0962 -4.8828 -0.1097
H: 1.3740 -4.1202 1.8651
H: 2.9994 -3.4833 2.0828
H: 2.7118 -4.7632 0.9296
H: 4.8107 -1.9543 0.6976
H: 3.7969 -0.7946 1.5321
H: 4.4916 -0.3802 -0.0228
H: 4.4000 -0.8094 -2.4410
H: 3.3858 0.5202 -1.8926
H: 2.9663 -0.3823 -3.3461



DFT (wB97M-V/def2-TZVPD) results for 6 unconnected molecules or ions with the total composition C47H92F3IN5O15P in a non-equilibrium geometry.

Calculated values
- Highest occupied orbital energy: -8.50 eV
- Total charge: 0
- SMILES string: O=C1C=C(CCCO)C(=O)c2cc(CCOCC(F)(F)F)c(P(O)I)cc21.COCCNCCOC.COCCNCCOC.COCCNCCOC.COCCNCCOC.COCCNCCOC
- Gap between HOMO and LUMO: 0.236 Ha
- E_tot: -113912.0276 eV

Atoms and positions in Å:
O: 7.9528 0.4991 4.4753
C: 7.3800 -0.0297 3.3892
C: 8.1993 -1.0232 2.3219
C: 7.8996 -0.8964 0.8393
C: 8.5868 -1.8290 -0.3283
C: 8.2085 -3.4135 -0.0483
C: 6.6897 -3.6501 0.5332
O: 6.6852 -3.9570 2.0018
C: 6.7750 0.2176 0.2997
O: 6.9392 0.9102 -0.8359
C: 5.4625 0.4059 1.3189
C: 3.9347 0.6579 0.7798
C: 2.7230 0.7845 1.9220
C: 1.2017 0.9862 1.3189
C: 0.3641 2.2309 1.9799
O: -0.7584 1.7462 2.8500
C: -1.8386 1.1691 2.0347
C: -2.3227 -0.2802 2.7139
F: -1.4261 -1.3904 2.2750
F: -3.7545 -0.5793 2.3710
F: -2.2827 -0.0450 4.1993
C: 3.0793 0.6900 3.5498
P: 1.6860 0.8324 4.9033
O: 0.6469 -0.5656 4.5593
I: 2.5790 0.4610 7.1641
C: 4.6092 0.4401 4.0834
C: 5.7956 0.2777 2.9506
H: 8.9655 -1.8287 2.7244
H: 8.0985 -1.5694 -1.3859
H: 9.7403 -1.6202 -0.4115
H: 8.2906 -3.9569 -1.1020
H: 8.9782 -3.9408 0.6606
H: 5.9289 -2.7932 0.2803
H: 6.2480 -4.6331 0.0202
H: 5.7666 -3.7588 2.3841
H: 3.7242 0.7395 -0.3703
H: 1.2503 1.1706 0.1418
H: 0.6646 -0.0721 1.4476
H: -0.0102 2.9576 1.1335
H: 1.1119 2.7697 2.7382
H: -1.5731 1.0594 0.9000
H: -2.7910 1.8797 2.1512
H: 1.3083 -1.2274 4.1570
H: 4.9447 0.3406 5.2104
C: -2.1680 -2.4180 6.1554
O: -2.5948 -2.6061 7.4977
C: -3.8253 -1.9427 7.8152
C: -4.9923 -2.9419 7.9174
N: -5.3593 -3.4893 6.6064
C: -6.1994 -4.6875 6.6561
C: -5.6912 -5.9130 7.4555
O: -4.5779 -6.5872 6.8698
C: -3.3269 -5.9441 7.0598
H: -1.1224 -2.7273 6.0865
H: -2.7426 -3.0439 5.4710
H: -2.2423 -1.3688 5.8502
H: -4.0483 -1.1259 7.1123
H: -3.6828 -1.4883 8.8012
H: -5.8620 -2.4373 8.3500
H: -4.6798 -3.7288 8.6079
H: -4.5162 -3.7147 6.0879
H: -6.3440 -5.0096 5.6177
H: -7.1849 -4.4065 7.0389
H: -6.5040 -6.6489 7.4639
H: -5.4948 -5.6840 8.5099
H: -3.2472 -5.4702 8.0442
H: -3.1668 -5.2143 6.2645
H: -2.5344 -6.6886 6.9748
C: -5.7188 -1.4464 0.4814
O: -6.6609 -1.8466 -0.5044
C: -7.9217 -2.2669 0.0328
C: -9.0115 -1.2027 -0.1927
N: -8.7940 -0.0133 0.6386
C: -9.5616 1.1659 0.2336
C: -9.4129 1.6805 -1.2197
O: -8.1472 2.2694 -1.5174
C: -7.0971 1.3404 -1.7385
H: -4.7344 -1.4012 0.0097
H: -5.9488 -0.4496 0.8604
H: -5.6750 -2.1586 1.3123
H: -7.8451 -2.5538 1.0924
H: -8.2074 -3.1656 -0.5236
H: -9.9895 -1.6320 0.0469
H: -9.0020 -0.9561 -1.2570
H: -7.8086 0.2303 0.6260
H: -9.2580 1.9800 0.9030
H: -10.6211 0.9760 0.4289
H: -10.1452 2.4859 -1.3505
H: -9.6746 0.9244 -1.9698
H: -7.4395 0.4410 -2.2617
H: -6.6323 1.0811 -0.7859
H: -6.3300 1.8185 -2.3488
C: 4.6065 4.0289 -3.8327
O: 4.8802 4.1204 -2.4413
C: 6.0650 3.4234 -2.0346
C: 7.2164 4.4005 -1.7336
N: 7.7303 5.0320 -2.9544
C: 8.5633 6.2146 -2.7284
C: 7.9725 7.3883 -1.9084
O: 6.9342 8.1131 -2.5672
C: 5.6677 7.4723 -2.5632
H: 3.5763 4.3536 -3.9967
H: 5.2564 4.6937 -4.4036
H: 4.7112 3.0022 -4.1993
H: 6.3630 2.6541 -2.7627
H: 5.8111 2.9045 -1.1044
H: 8.0303 3.8581 -1.2422
H: 6.8308 5.1418 -1.0298
H: 6.9515 5.3014 -3.5472
H: 8.8249 6.6052 -3.7194
H: 9.4986 5.8974 -2.2580
H: 8.7815 8.1129 -1.7583
H: 7.6579 7.0901 -0.9009
H: 5.4763 6.9332 -1.6290
H: 5.5958 6.8002 -3.4199
H: 4.8923 8.2295 -2.6849
C: -0.0856 -4.8972 -1.0177
O: -0.4496 -4.9467 0.3550
C: -1.4503 -3.9898 0.7262
C: -2.8193 -4.6618 0.9387
N: -3.4030 -5.1242 -0.3257
C: -4.5095 -6.0718 -0.1794
C: -4.2675 -7.3704 0.6295
O: -3.4016 -8.3135 -0.0014
C: -2.0196 -8.0016 0.0852
H: 0.8423 -5.4603 -1.1420
H: -0.8450 -5.3715 -1.6410
H: 0.0825 -3.8688 -1.3551
H: -1.5119 -3.1566 0.0101
H: -1.1297 -3.5672 1.6842
H: -3.5029 -3.9469 1.4074
H: -2.6647 -5.4888 1.6357
H: -2.6815 -5.5638 -0.8885
H: -4.8030 -6.3669 -1.1942
H: -5.3642 -5.5452 0.2551
H: -5.2353 -7.8783 0.7162
H: -3.9460 -7.1782 1.6603
H: -1.7548 -7.5444 1.0447
H: -1.7395 -7.3506 -0.7445
H: -1.4458 -8.9227 -0.0234
C: 0.9470 3.7819 -5.4692
O: 2.0970 3.9856 -6.2786
C: 2.0603 3.2841 -7.5282
C: 1.7805 4.2409 -8.7018
N: 0.4019 4.7428 -8.6809
C: 0.1615 5.9093 -9.5324
C: 1.0331 7.1717 -9.3188
O: 0.7788 7.8733 -8.1021
C: 1.3504 7.2824 -6.9450
H: 1.1786 4.1286 -4.4593
H: 0.1030 4.3693 -5.8337
H: 0.6690 2.7237 -5.4195
H: 1.3510 2.4431 -7.5099
H: 3.0593 2.8590 -7.6703
H: 1.9546 3.7143 -9.6455
H: 2.5055 5.0551 -8.6302
H: 0.1473 4.9874 -7.7290
H: -0.8838 6.2011 -9.3731
H: 0.2464 5.6006 -10.5784
H: 0.7770 7.8765 -10.1187
H: 2.1058 6.9754 -9.4361
H: 2.3300 6.8353 -7.1460
H: 0.6626 6.5405 -6.5361
H: 1.4773 8.0540 -6.1847



DFT (wB97M-V/def2-TZVPD) results for 6 unconnected molecules or ions with the total composition C47H99F3N4O5S in a non-equilibrium geometry.

Calculated values
- Highest occupied orbital energy: -11.42 eV
- Total charge: +2
- Gap between HOMO and LUMO: 0.300 Ha
- E_tot: -85516.9670 eV
- Relative energy (zero: lowest compared OMol25 entry of this formula, charge and spin): 54.19 kJ/mol

Atoms and positions in Å:
C: -0.8341 -0.8482 -0.0146
C: -0.1810 0.4755 0.3892
O: -0.1829 0.7444 1.6170
O: 0.3154 1.1867 -0.5145
H: -1.8548 -0.9159 0.3498
H: -0.2018 -1.6038 0.4387
H: -0.8211 -1.0501 -1.0882
C: 3.4052 -1.3960 0.1174
C: 2.7136 -2.5856 0.7628
C: 2.4119 -2.4446 2.2408
C: 1.1944 -3.3063 2.5779
N: 0.6363 -3.1814 3.9454
C: -0.2284 -1.9937 4.1063
C: -1.0482 -2.2725 5.3701
C: -1.4816 -3.7129 5.0520
C: -0.3232 -4.3174 4.2691
C: 1.7528 -3.1970 4.9769
C: 2.2865 -1.8456 5.4475
C: 3.5482 -2.0414 6.2760
H: 4.1803 -0.9885 0.7747
H: 2.6771 -0.6376 -0.1684
H: 3.9607 -1.7200 -0.7688
H: 3.1878 -3.5443 0.5108
H: 1.7966 -2.8052 0.1951
H: 2.1290 -1.4027 2.4583
H: 3.2776 -2.6497 2.8735
H: 1.5413 -4.3332 2.4609
H: 0.3987 -3.0536 1.8919
H: 0.3101 -1.0531 4.0262
H: -0.9512 -1.9737 3.2869
H: -0.4472 -2.1698 6.2684
H: -1.9144 -1.6111 5.3499
H: -1.7404 -4.2935 5.9396
H: -2.4258 -3.7207 4.5038
H: 0.2117 -5.0786 4.8327
H: -0.6360 -4.8403 3.3581
H: 2.5082 -3.8883 4.6084
H: 1.3328 -3.7092 5.8444
H: 1.5415 -1.4160 6.1163
H: 2.4347 -1.2041 4.5829
H: 4.0497 -1.0816 6.4096
H: 4.3110 -2.6596 5.7916
H: 3.3514 -2.4990 7.2439
C: -5.1374 -1.2893 1.5789
C: -4.6329 0.1462 1.6405
C: -4.0312 0.5434 2.9733
C: -3.8497 2.0353 3.0337
N: -3.3356 2.5395 4.3421
C: -3.3461 4.0703 4.3708
C: -1.8980 4.5712 4.3499
C: -1.1199 3.3672 3.8626
C: -1.8570 2.2378 4.5496
C: -4.1539 2.0842 5.5358
C: -5.5897 2.5771 5.5504
C: -6.3603 2.0991 6.7616
H: -6.0880 -1.3965 2.0939
H: -4.3698 -1.9959 1.8941
H: -5.2994 -1.5938 0.5398
H: -5.5160 0.7942 1.4883
H: -4.0487 0.4081 0.7559
H: -3.0911 0.0025 3.0991
H: -4.7330 0.1880 3.7327
H: -4.7598 2.5688 2.7659
H: -3.0763 2.3414 2.3230
H: -3.9122 4.5444 5.1634
H: -3.8578 4.3959 3.4637
H: -1.5492 5.0506 5.2599
H: -1.8421 5.3610 3.5952
H: -0.0799 3.3731 4.1893
H: -1.0964 3.1942 2.7866
H: -1.7409 2.2483 5.6338
H: -1.6041 1.2359 4.2120
H: -3.5867 2.4708 6.3801
H: -4.1434 0.9975 5.5013
H: -6.0643 2.2708 4.6074
H: -5.6687 3.6614 5.4594
H: -6.4833 1.0174 6.7741
H: -7.3428 2.5721 6.7397
H: -5.9353 2.4169 7.7147
C: -5.7996 -0.0286 -7.3049
C: -4.3328 0.4096 -7.3689
C: -3.7742 0.9906 -6.0688
C: -3.5632 -0.1264 -5.0702
N: -3.0781 0.2764 -3.7039
C: -4.0016 1.3221 -3.1342
C: -4.2663 0.9510 -1.6979
C: -4.3296 -0.5669 -1.7746
C: -3.2345 -0.9133 -2.7664
C: -1.6629 0.7610 -3.7318
C: -0.7176 -0.2716 -4.3032
C: 0.6509 -0.1781 -3.6358
H: -6.4776 0.6328 -6.7681
H: -5.8936 -1.0575 -6.9613
H: -6.1577 -0.0275 -8.3379
H: -4.1467 1.1280 -8.1672
H: -3.7367 -0.4622 -7.6538
H: -4.2968 1.8634 -5.6824
H: -2.7690 1.3818 -6.2937
H: -2.8954 -0.8830 -5.4718
H: -4.5258 -0.6158 -4.8912
H: -3.5634 2.3170 -3.2292
H: -4.9002 1.3762 -3.7424
H: -3.4777 1.3527 -1.0575
H: -5.1946 1.4204 -1.3740
H: -4.1540 -1.0772 -0.8301
H: -5.3032 -0.8990 -2.1423
H: -2.3291 -1.0340 -2.1706
H: -3.4010 -1.8278 -3.3248
H: -1.4035 0.9996 -2.6970
H: -1.6489 1.6711 -4.3302
H: -0.5398 -0.1770 -5.3734
H: -1.0969 -1.2660 -4.0522
H: 1.1215 0.7806 -3.8872
H: 1.3071 -0.9547 -4.0290
H: 0.5994 -0.2245 -2.5483
C: 5.1128 -0.0008 -7.4711
C: 5.8205 -0.2504 -6.1468
C: 5.6370 0.9340 -5.1931
C: 6.3002 0.6510 -3.8653
N: 6.7034 1.8651 -3.0668
C: 7.6160 2.7762 -3.8834
C: 8.5461 3.4284 -2.8662
C: 8.4032 2.6527 -1.5487
C: 7.5744 1.4233 -1.9282
C: 5.5035 2.5861 -2.5499
C: 4.4423 1.7819 -1.8385
C: 3.3438 2.7345 -1.3821
H: 5.5089 0.8919 -7.9617
H: 4.0317 0.0769 -7.3816
H: 5.3786 -0.7946 -8.1726
H: 6.8807 -0.4255 -6.3637
H: 5.5086 -1.1882 -5.6783
H: 4.5598 1.0862 -5.0814
H: 6.0628 1.8426 -5.6215
H: 7.2139 0.0699 -3.9947
H: 5.6746 0.0851 -3.1787
H: 6.9239 3.4594 -4.3653
H: 8.1280 2.1443 -4.6037
H: 8.2028 4.4556 -2.6976
H: 9.5498 3.6148 -3.2404
H: 7.8547 3.2171 -0.7963
H: 9.3862 2.3929 -1.1666
H: 7.0134 0.9570 -1.1294
H: 8.2654 0.7132 -2.3858
H: 5.1096 3.2344 -3.3384
H: 5.8820 3.3469 -1.8552
H: 4.9184 1.2231 -1.0332
H: 3.9965 1.0758 -2.5424
H: 2.7707 3.0873 -2.2422
H: 3.7854 3.6139 -0.9018
H: 2.6404 2.2904 -0.6757
C: -2.0365 -4.6667 0.2655
F: -3.3260 -4.9874 0.2429
F: -1.6911 -4.2347 -0.9578
F: -1.9086 -3.6103 1.1079
S: -0.9706 -6.0649 0.8026
O: 0.3871 -5.5774 0.6573
O: -1.3776 -6.2365 2.1924
O: -1.3248 -7.1874 -0.0191